DFT (wB97M-V/def2-TZVPD) results for one molecule with the formula C5H8.

Summary:
* 2S+1: 1
* HOMO energy (spin up / spin down): -7.435 / -7.748 eV
* energy above the lowest of the compared OMol25 structures with the same formula, charge and spin: 107.2 kcal/mol

Positions of all 13 atoms, in Å:
C -0.2856 1.4100 -0.4455
C -0.0415 -0.0220 -0.0976
C -1.2284 -0.9520 -0.1629
C 1.1500 -0.4364 0.4572
C 2.4444 -0.2576 0.7931
H 0.6558 1.9310 -0.6312
H -0.9487 1.4936 -1.3110
H -0.7851 1.9194 0.3930
H 0.5547 -0.8530 1.3144
H -2.0964 -0.5970 0.4068
H -0.9817 -1.9675 0.1640
H -1.5391 -1.0134 -1.2148
H 3.1949 -0.3556 -0.0069